No. 1
A structure of composition C33H32NOS, computed with ωB97M-V/def2-TZVPD.

The geometry in XYZ format:
```
68
Properties=species:S:1:pos:R:3:forces:R:3
C -4.30085 1.29164 -4.06150 -0.94 -0.06 0.35
C -3.11200 1.02862 -3.18764 0.07 0.04 -0.27
C -2.26254 -0.03961 -3.45944 -0.02 0.06 0.17
C -1.08733 -0.19814 -2.75047 0.51 0.48 0.18
C -0.66262 0.77282 -1.82638 -1.16 0.26 0.59
C 0.55256 0.51199 -1.01653 0.47 -1.41 0.38
C 1.03028 1.52739 -0.08549 0.76 0.12 0.16
C 2.35655 1.72570 0.17412 -0.80 -0.56 0.02
C 2.87686 2.83189 0.97052 -0.01 0.96 0.88
C 4.25455 3.03186 1.28083 -0.91 -0.05 -0.53
C 4.67844 4.22587 1.86558 -0.39 0.14 -0.15
C 3.75437 5.24150 2.17008 -0.09 -0.52 0.25
C 4.17409 6.61230 2.60330 -0.03 0.62 0.35
C 2.38394 4.95450 2.07109 0.05 0.00 -0.20
C 1.95010 3.80230 1.44599 0.75 -0.41 -0.40
C -1.56251 1.83737 -1.51624 0.09 -0.55 -0.20
C -2.81981 1.86708 -2.11599 0.49 0.26 -0.22
H -4.85523 2.16970 -3.68569 0.17 -0.40 -0.24
H -4.07884 1.46847 -5.12644 0.24 -0.12 0.49
H -4.96962 0.41982 -4.00293 -0.01 0.28 -0.20
H -2.56992 -0.75431 -4.20728 0.16 -0.10 -0.20
H -0.42774 -1.04760 -2.91504 -0.25 0.16 -0.23
H 1.35303 -0.02089 -1.55137 -0.28 0.61 -0.05
H 0.26584 2.08918 0.46099 0.44 -0.04 -0.52
H 3.05652 0.97045 -0.19675 -0.09 0.54 -0.21
H 4.98572 2.28265 0.96755 -0.20 0.19 0.16
H 5.73932 4.40000 2.05542 -0.28 -0.06 -0.17
H 3.30500 7.29498 2.55903 0.42 -0.33 0.28
H 4.60995 6.62591 3.62021 -0.29 -0.01 -0.40
H 4.91871 7.05848 1.93669 0.02 -0.28 0.01
H 1.63748 5.66213 2.44276 0.36 -0.05 -0.26
H 0.89359 3.67967 1.21813 0.25 0.10 0.29
H -1.33100 2.62824 -0.78930 0.06 -0.58 -0.29
H -3.58795 2.56420 -1.79124 0.34 0.25 -0.16
C 2.67328 -1.87547 1.19677 -0.58 0.38 0.13
O 1.84903 -1.07838 0.29656 -0.38 -0.67 -0.36
C 0.41331 -1.08423 0.14577 0.83 1.77 0.24
C -0.39412 -0.68444 1.35996 0.17 0.02 0.45
C -0.11257 -1.28294 2.59989 -0.10 0.17 -0.56
C -0.83970 -0.92482 3.72529 -0.35 0.27 0.03
C -1.83331 0.06381 3.62429 0.14 0.01 0.29
C -2.09325 0.69999 2.40850 0.10 -0.37 0.13
C -1.39912 0.28986 1.27826 0.28 -0.38 0.17
C -0.04883 -2.21537 -0.60558 -1.03 -2.04 -0.33
N -1.24099 -2.91442 -0.48577 1.66 1.22 -0.62
C -2.44772 -2.42128 0.19317 -0.45 -0.35 0.32
C -1.24296 -4.15537 -1.17160 0.83 0.18 0.68
C -0.03804 -4.35806 -1.86050 -0.30 -0.19 -0.09
C 0.27352 -5.59907 -2.41311 -0.33 0.05 0.04
C -0.62837 -6.64879 -2.22443 0.27 0.15 -0.15
C -1.80048 -6.46154 -1.47868 -0.15 0.70 -0.02
C -2.13140 -5.20952 -0.94502 0.09 -0.25 -0.31
S 1.04075 -2.98232 -1.74488 -0.80 -0.11 1.05
H 3.71586 -1.74253 0.83255 -0.82 -0.15 0.13
H 2.59530 -1.42344 2.20850 0.17 -0.54 -0.53
H 2.39773 -2.95442 1.19494 0.15 0.68 0.03
H 0.66641 -2.03986 2.65743 -0.29 0.13 0.13
H -0.61936 -1.41938 4.67449 -0.21 0.27 -0.26
H -2.40332 0.35323 4.50756 0.21 -0.09 -0.18
H -2.83061 1.50489 2.32446 0.19 -0.42 0.13
H -1.66547 0.69771 0.31354 0.09 0.00 0.28
H -3.26348 -3.10426 -0.07688 0.26 0.38 0.01
H -2.34047 -2.44501 1.28794 0.08 0.07 -0.43
H -2.70480 -1.41014 -0.13853 0.17 -0.33 0.03
H 1.21877 -5.70568 -2.93961 -0.24 -0.25 0.04
H -0.40601 -7.62987 -2.65188 -0.07 0.36 0.22
H -2.47772 -7.29039 -1.31013 0.11 0.03 -0.03
H -3.03082 -5.06465 -0.33982 0.38 -0.21 -0.29
```
Forces are in eV/Å.

Output
- E_tot: -1804.57903 Eh
- Total charge: +1
- HOMO-LUMO gap: 0.225 hartree
- Molar mass: 490.7 Da
- HOMO: -10.1 eV

No. 2
A structure of composition C51H51BrCl3N6O7SSeTi, computed with ωB97M-V/def2-TZVPD.

The geometry in XYZ format:
```
122
Properties=species:S:1:pos:R:3:forces:R:3
Ti -1.87833 -0.77751 1.21763 2.66 1.27 -0.77
C -0.73313 5.91349 1.82783 0.05 -0.07 0.11
C 0.29617 5.29089 2.72703 -0.22 -0.30 -0.20
C 1.21577 6.07629 3.38993 0.38 -0.05 0.25
C 2.22607 5.52239 4.16873 -0.06 -0.10 -0.05
C 2.32697 4.14029 4.25253 0.17 0.42 0.13
C 1.40877 3.33209 3.61813 -0.31 -0.11 -0.39
C 0.36207 3.88849 2.86973 0.46 0.18 0.49
N -0.60233 3.10889 2.25473 -0.33 0.37 -0.15
C -0.72753 1.71689 2.27053 0.01 -0.74 -0.24
N -0.73433 1.19139 3.52363 -0.16 1.15 -0.62
C -0.90823 -0.11801 3.99083 0.05 -1.62 0.48
C -1.15253 -1.18131 3.11143 0.26 0.54 1.07
C -1.27063 -2.44931 3.67413 0.12 -0.20 0.32
C -1.20483 -2.65651 5.04643 -0.01 -0.03 -0.27
C -1.00613 -1.58051 5.89143 0.05 -0.03 0.12
C -0.82783 -0.30491 5.38423 0.01 0.34 -0.25
C -0.58513 0.84849 6.32283 -0.02 -0.16 -0.12
N -0.88243 1.06609 1.13003 1.09 1.89 1.42
C -0.50003 1.85219 0.01183 0.18 0.54 -0.53
C 0.84707 2.22749 -0.11777 -0.31 -0.27 -0.02
C 1.26877 3.06269 -1.12957 0.01 0.14 -0.07
C 0.35407 3.53319 -2.06097 -0.14 0.06 0.09
C -0.98243 3.18859 -1.92717 0.36 0.19 -0.14
C -1.43893 2.38219 -0.89387 0.11 -0.23 0.38
C -2.91633 2.21059 -0.70967 -0.07 -0.10 0.18
H -0.65463 6.99849 1.86063 -0.03 0.03 -0.02
H -1.74353 5.63109 2.12493 -0.10 -0.02 -0.05
H -0.57653 5.59719 0.79343 -0.09 -0.01 -0.09
H 1.15207 7.15179 3.28973 -0.03 0.08 -0.03
H 2.93197 6.15899 4.68223 0.05 0.04 0.02
H 3.14007 3.69229 4.80733 0.00 -0.06 0.05
H 1.51437 2.25859 3.65343 -0.01 -0.11 0.08
H -1.03453 3.53519 1.44473 0.08 -0.16 0.12
H -0.76103 1.90309 4.24043 -0.08 -0.06 -0.17
H -1.40053 -3.30501 3.01883 -0.05 0.10 0.00
H -1.32263 -3.65121 5.45373 -0.01 -0.11 0.05
H -0.97983 -1.73091 6.96493 0.03 0.03 0.06
H -0.56403 0.49229 7.35223 0.02 0.06 0.02
H -1.37823 1.59589 6.24433 -0.03 0.14 0.07
H 0.36867 1.33439 6.10873 0.07 0.14 0.07
H 1.56437 1.86499 0.60513 -0.01 -0.11 0.12
H 2.31187 3.34189 -1.18997 0.08 0.00 -0.02
H 0.67347 4.19249 -2.85707 0.01 0.01 -0.09
H -1.71103 3.59209 -2.61677 -0.08 0.02 -0.11
H -3.37773 1.72369 -1.56747 -0.03 -0.03 0.00
H -3.39463 3.18739 -0.60117 0.00 -0.01 0.05
H -3.14343 1.61949 0.17613 -0.09 0.16 -0.15
Cl 1.26117 -1.20981 1.57363 1.05 -0.34 -0.06
C 2.25327 -2.65711 1.35293 -0.14 -0.03 -0.10
C 3.60327 -2.59331 1.61963 0.07 0.17 0.02
C 4.40357 -3.71431 1.45823 0.03 -0.07 0.02
C 3.82137 -4.90681 1.04603 0.18 0.13 0.05
C 2.47117 -4.95881 0.79363 0.08 0.25 0.06
Cl 1.78617 -6.46381 0.29313 0.06 -0.39 -0.10
C 1.60857 -3.84181 0.91343 -0.36 0.07 -0.06
S -0.04883 -3.91261 0.54143 0.01 -0.14 -0.02
H 4.03237 -1.66191 1.95433 0.05 0.13 0.07
H 5.46377 -3.66531 1.65563 0.10 0.03 0.03
H 4.42247 -5.79411 0.91643 0.04 -0.11 0.00
C -0.10773 -0.83831 -6.60867 0.19 -0.04 0.11
C 0.69377 -0.08651 -5.53247 0.01 0.00 -0.14
C -0.29363 0.82969 -4.80797 0.12 -0.12 -0.07
C 1.72697 0.79689 -6.24777 -0.13 -0.23 0.16
C 1.42207 -1.12641 -4.60887 -0.10 0.23 0.29
O 2.06057 -2.09341 -5.45247 0.18 -0.22 -0.08
C 2.55887 -0.57561 -3.71107 -0.28 -0.02 -0.03
C 2.32767 0.58859 -2.74377 0.16 -0.13 -0.19
C 3.57927 0.83749 -1.94347 0.19 0.32 -0.42
C 3.66847 0.44839 -0.61857 0.33 -0.03 0.24
C 4.81247 0.69849 0.13063 0.13 0.27 -0.45
C 5.88437 1.34159 -0.47987 -0.42 -0.26 0.35
Cl 7.32077 1.65819 0.44333 0.23 0.07 0.13
C 5.82587 1.74049 -1.79907 -0.15 0.02 -0.30
C 4.67337 1.48809 -2.53007 -0.20 -0.20 0.42
C 0.46457 -2.04751 -3.80537 0.47 -0.22 -0.61
N -0.25853 -1.48981 -2.70657 0.00 0.19 0.89
C 0.03977 -1.44831 -1.40107 -0.20 -0.04 0.00
N -0.98143 -0.94521 -0.72707 0.46 -0.10 -1.01
C -1.92173 -0.72951 -1.68477 0.34 -0.01 -0.71
N -1.51063 -1.03711 -2.88147 -0.92 0.03 -0.41
H -0.48023 -0.12671 -7.34247 -0.11 0.12 -0.05
H -0.96123 -1.34521 -6.16847 -0.16 -0.05 0.01
H 0.50197 -1.57721 -7.12317 0.02 -0.02 -0.05
H -0.71463 1.52529 -5.53257 -0.02 0.15 -0.12
H 0.16977 1.40809 -4.01797 0.03 0.14 0.17
H -1.10853 0.25829 -4.37567 -0.01 0.14 -0.07
H 1.20987 1.44249 -6.95397 -0.04 0.09 -0.09
H 2.44647 0.20779 -6.81377 0.18 -0.05 -0.12
H 2.26107 1.43169 -5.54727 0.14 0.11 0.10
H 2.79027 -1.65631 -5.90437 -0.03 -0.03 0.05
H 3.38557 -0.29161 -4.37127 0.05 -0.06 -0.02
H 2.90977 -1.42841 -3.12327 0.09 -0.06 -0.07
H 1.50527 0.37559 -2.06427 -0.05 0.17 -0.08
H 2.09347 1.50069 -3.29427 -0.13 -0.03 0.04
H 2.84007 -0.05181 -0.14337 -0.18 -0.09 0.08
H 4.85517 0.42639 1.17223 0.07 -0.09 0.10
H 6.66087 2.25669 -2.24887 0.09 0.01 -0.01
H 4.61547 1.81429 -3.55947 -0.02 0.03 -0.12
H 1.07567 -2.87751 -3.43847 -0.11 0.09 -0.01
H -0.27213 -2.45201 -4.50197 0.07 -0.07 0.20
H 0.97317 -1.78941 -0.99787 0.06 -0.09 0.10
H -2.91803 -0.38631 -1.47747 -0.10 -0.01 0.08
O -5.58933 1.01359 1.49913 -0.33 1.14 0.10
Se -4.65023 -0.27871 1.44083 -2.30 1.11 0.74
O -5.25953 -1.48071 2.27563 -0.25 -1.11 0.84
O -3.15273 0.17079 2.09233 -1.47 1.30 1.13
O -4.30013 -0.64391 -0.08037 0.72 -0.27 -1.40
Br -5.47273 -3.58781 -2.02957 -0.53 -0.03 -0.36
C -5.48513 -4.08631 -0.20967 0.17 -0.07 0.02
C -6.59813 -4.76101 0.26583 -0.12 -0.08 0.01
C -6.63393 -5.17061 1.58663 0.04 0.02 0.02
C -5.56393 -4.89471 2.42573 0.02 -0.15 0.06
C -4.46953 -4.20391 1.94773 0.02 0.00 -0.16
C -4.41233 -3.79261 0.61733 -0.14 -0.01 0.05
C -3.23413 -3.00531 0.13223 0.09 -0.80 -1.23
O -2.89643 -3.02331 -1.04487 -0.02 -0.40 0.62
O -2.59553 -2.38331 1.05363 -1.33 -3.57 0.14
H -7.42683 -4.96571 -0.39807 0.01 0.02 -0.04
H -7.49753 -5.70451 1.96343 -0.05 0.00 -0.01
H -5.59063 -5.21491 3.45813 0.00 0.02 0.08
H -3.64333 -3.95151 2.59663 -0.01 0.07 0.01
```
Forces are in eV/Å.

Output
- Energy above the lowest of the compared OMol25 structures with the same formula, charge and spin: 0.0 kJ/mol
- E_tot: -10433.05182 Eh
- Total charge: -2
- HOMO-LUMO gap (alpha / beta): 0.167 / 0.195 hartree
- ⟨S²⟩: 0.7536
- Multiplicity: 2
- Molar mass: 1205.2 Da
- HOMO (alpha / beta): -1.1 / -1.9 eV

No. 3
A structure of composition C22H36Cl5GeNO4W, computed with ωB97M-V/def2-TZVPD.

The geometry in XYZ format:
```
70
Properties=species:S:1:pos:R:3:forces:R:3
W -0.49951 -0.24898 0.68372 -1.11 1.16 1.66
C -1.17923 2.99773 -1.24982 -0.03 0.05 0.00
C -1.14894 1.76623 -2.13299 -0.01 -0.23 0.10
C -2.54166 1.33863 -2.55017 -0.05 0.04 -0.05
C -0.25522 1.99077 -3.34193 0.01 0.01 -0.05
O -0.58982 0.63256 -1.34659 -0.12 0.66 -0.54
Ge 1.01052 -0.17422 -1.73320 0.16 -0.38 -0.62
O -0.29889 -1.68950 -0.52535 0.60 -0.12 -1.24
C -0.43198 -3.08452 -0.96666 -0.08 0.03 0.42
C -0.30133 -3.11192 -2.47688 -0.03 0.01 -0.04
C -1.81430 -3.52912 -0.52483 -0.01 -0.05 -0.01
C 0.66754 -3.86959 -0.27434 0.01 -0.03 0.01
O 1.39639 0.27795 0.08563 0.30 -0.24 0.00
C 2.78574 0.42560 0.63841 -0.33 -0.01 -0.10
C 3.68814 -0.56174 -0.07733 0.05 -0.04 -0.01
C 2.71855 0.12556 2.11499 0.03 0.02 0.06
C 3.15849 1.86464 0.34955 0.10 0.04 0.02
H -1.41968 3.86587 -1.86518 -0.03 0.01 0.02
H -0.21346 3.17115 -0.77325 0.02 -0.01 -0.03
H -1.93974 2.90748 -0.47553 0.00 -0.01 -0.01
H -3.03340 2.16340 -3.06779 -0.02 -0.02 0.00
H -3.13426 1.07374 -1.67612 0.00 0.02 -0.01
H -2.50680 0.48168 -3.22461 0.03 0.00 0.01
H -0.70562 2.74062 -3.99199 0.01 0.03 0.03
H -0.14169 1.08367 -3.94203 -0.02 -0.01 0.01
H 0.73271 2.36667 -3.05461 0.00 -0.03 0.02
H -1.00790 -2.41988 -2.93957 -0.01 -0.01 0.02
H -0.52704 -4.11292 -2.84446 0.02 -0.01 0.01
H 0.71266 -2.86686 -2.79879 0.01 0.01 0.00
H -2.58644 -2.89728 -0.96306 0.02 0.00 -0.03
H -1.91162 -3.48293 0.55969 0.01 -0.01 -0.02
H -1.97618 -4.55769 -0.84788 -0.04 0.00 0.03
H 1.65058 -3.61276 -0.67406 0.00 0.02 0.00
H 0.51221 -4.93929 -0.41599 0.02 0.00 -0.03
H 0.65934 -3.66252 0.79703 -0.03 -0.03 0.01
H 3.33477 -1.58698 0.05209 -0.01 0.01 0.02
H 4.68927 -0.49575 0.34912 0.00 -0.02 0.00
H 3.78141 -0.34721 -1.14358 -0.01 0.03 0.00
H 2.40638 -0.90322 2.28455 0.05 -0.01 -0.05
H 2.02863 0.79803 2.62565 0.01 0.01 -0.02
H 3.71333 0.25535 2.54282 -0.02 0.01 0.04
H 3.18053 2.05623 -0.72584 0.00 -0.02 -0.01
H 4.15374 2.07160 0.74527 -0.01 0.02 -0.01
H 2.44768 2.54542 0.81497 -0.02 0.00 0.03
Cl -3.98382 5.26668 4.47095 0.01 -0.02 -0.01
C -3.00297 4.17909 3.57985 0.01 0.04 0.03
C -3.58637 3.25957 2.70610 -0.10 -0.05 -0.05
Cl -5.29135 3.15394 2.47408 0.07 0.03 0.03
C -2.75662 2.42986 2.01953 -0.05 -0.03 -0.06
Cl -2.85813 -0.33177 0.76834 0.44 -0.11 -0.22
C -1.39152 2.38909 2.10032 0.09 -0.10 0.16
O -0.63894 1.54534 1.38383 0.11 -0.20 -0.35
C -0.81245 3.30732 2.98188 -0.01 0.07 0.08
Cl 0.90370 3.31431 3.16880 -0.03 -0.02 -0.04
C -1.61068 4.19288 3.71081 0.00 -0.02 -0.02
Cl -0.87213 5.30855 4.78446 0.00 0.00 0.00
C -1.58913 -2.67457 3.37987 -0.02 -0.01 -0.01
C -0.45954 -1.64852 3.48022 0.10 0.01 0.08
C 0.83999 -2.32800 3.91453 0.00 0.03 -0.04
C -0.82979 -0.51462 4.43744 -0.02 0.06 0.00
N -0.30246 -1.05855 2.16307 -0.09 -0.57 0.70
H -1.78955 -3.07781 4.37248 -0.01 0.00 0.00
H -1.30806 -3.50035 2.72439 0.02 0.00 0.03
H -2.50149 -2.21612 2.99980 0.00 0.01 0.00
H 0.64595 -2.91535 4.81151 0.00 0.01 0.01
H 1.61287 -1.59742 4.14946 -0.02 -0.01 0.02
H 1.21266 -3.00189 3.14102 -0.02 -0.02 0.01
H -0.90806 -0.89987 5.45424 -0.01 -0.02 0.00
H -1.78783 -0.07269 4.15853 0.01 0.00 -0.01
H -0.06740 0.26675 4.42371 0.01 -0.01 0.00
```
Forces are in eV/Å.

Output
- Energy above the lowest of the compared OMol25 structures with the same formula, charge and spin: 9.2 kJ/mol
- E_tot: -5660.46020 Eh
- Total charge: +1
- HOMO-LUMO gap (alpha / beta): 0.263 / 0.256 hartree
- ⟨S²⟩: 0.7605
- Multiplicity: 2
- Molar mass: 812.2 Da
- HOMO (alpha / beta): -11.1 / -11.1 eV